1.
Below is a gas-phase ion, C24H31N2 (charge +1) at a distorted geometry, with properties calculated with the ωB97M-V functional and the def2-TZVPD basis.

The relative energy (zero: lowest compared OMol25 entry of this formula, charge and spin) comes out at 29.9 kcal per mole. As for the max |F|: 1.50 eV/A. As for the structure (SMILES): C(=C\[C@H](c1ccccc1)[N@H+]1CCC[C@H]1CN1CCCC1)/c1ccccc1.

Structure (ORCA input):
```
! wB97M-V def2-TZVPD RIJCOSX def2/J DEFGRID3
* xyz 1 1
C 0.324 -0.626 -0.351
C 1.590 -1.403 -0.752
C 2.751 -0.671 -1.003
C 3.994 -1.309 -1.130
C 4.079 -2.709 -1.139
C 2.890 -3.448 -1.096
C 1.657 -2.805 -0.911
C -0.934 -1.381 -0.589
C -2.144 -0.777 -0.770
C -3.389 -1.472 -1.059
C -4.583 -0.716 -1.193
C -5.810 -1.325 -1.389
C -5.906 -2.722 -1.489
C -4.740 -3.498 -1.332
C -3.500 -2.891 -1.116
H 0.339 0.398 -0.742
H 2.684 0.416 -1.155
H 4.898 -0.702 -1.220
H 5.043 -3.209 -1.163
H 2.927 -4.541 -1.191
H 0.750 -3.432 -0.928
H -0.828 -2.453 -0.783
H -2.189 0.324 -0.780
H -4.505 0.372 -1.114
H -6.704 -0.708 -1.502
H -6.865 -3.191 -1.693
H -4.815 -4.580 -1.409
H -2.617 -3.519 -0.978
C -0.700 4.203 -0.605
C 0.485 4.194 -1.608
C 1.603 3.408 -0.914
N 0.913 2.605 0.100
C 1.813 2.100 1.114
C 1.133 1.135 2.036
C 2.132 0.460 2.972
C 1.511 -0.877 3.343
C 0.590 -1.270 2.200
N 0.312 -0.030 1.375
C -0.232 3.386 0.602
H -0.972 5.218 -0.309
H -1.572 3.721 -1.054
H 0.206 3.659 -2.524
H 0.827 5.202 -1.861
H 2.174 2.743 -1.580
H 2.336 4.091 -0.441
H 2.719 1.660 0.646
H 2.165 2.946 1.749
H 0.433 1.748 2.659
H 3.113 0.354 2.464
H 2.299 1.080 3.863
H 2.287 -1.638 3.430
H 0.961 -0.843 4.297
H 1.045 -1.970 1.499
H -0.347 -1.717 2.545
H -0.686 0.222 1.534
H 0.067 4.053 1.431
H -1.013 2.733 1.016
*
```

***

2.
Below is a molecular structure, C3H4CaO4 at a distorted geometry, with properties calculated with the ωB97M-V functional and the def2-TZVPD basis.

The relative energy (zero: lowest compared OMol25 entry of this formula, charge and spin) comes out at 0.0 kcal per mole. Its expectation value of S² is 0.750. As for the max |F|: 2.12 eV/A.

Structure (ORCA input):
```
! wB97M-V def2-TZVPD RIJCOSX def2/J DEFGRID3
* xyz -1 2
O 0.167 0.035 -2.474
O -1.417 1.273 0.064
C -0.848 0.710 1.168
C 0.611 0.300 0.956
O 0.945 0.460 -0.435
C 0.363 -0.381 -1.286
H -0.867 1.372 2.071
H -1.346 -0.252 1.460
H 0.743 -0.764 1.206
H 1.292 0.926 1.551
O 0.383 -1.635 -1.058
Ca -0.025 -2.042 -3.223
*
```

***

> max |F| of number 1 (C24H31N2)?

1.50 eV/A

***

> relative energy (zero: lowest compared OMol25 entry of this formula, charge and spin) of number 1 (C24H31N2)?

29.9 kcal per mole

***

> What is the formula in the second record?

C3H4CaO4